ORCA calculation (ωB97M-V with the def2-TZVPD basis set) on a 11-piece molecular cluster, C42H109N3O24S8 overall in a non-equilibrium geometry.

Output
ΔE to the lowest compared entry with this formula, charge and spin in eV: 1.606
SMILES string: CCOS(C)(=O)=O.CCOS(C)(=O)=O.CCOS(C)(=O)=O.CCOS(C)(=O)=O.CCOS(C)(=O)=O.CCOS(C)(=O)=O.CCOS(C)(=O)=O.CCOS(C)(=O)=O.CCN(CC)CC.CCN(CC)CC.CCN(CC)CC
HOMO-LUMO gap in Ha: 0.3095
LUMO level in eV: 0.11
E_tot in Ha: -6820.97214
HOMO energy in Ha: -0.3054

The geometry in XYZ format:
```
186
Properties=species:S:1:pos:R:3:forces:R:3
C -2.976 7.311 2.073 -1.049 -0.259 0.904
C -2.341 6.554 0.958 0.387 1.241 -0.747
O -2.794 5.203 1.034 0.414 -0.255 -0.395
S -1.682 4.060 0.930 -0.423 1.807 -0.520
C -1.606 3.717 -0.782 0.575 -0.616 -0.404
O -0.459 4.613 1.383 0.907 0.033 0.145
O -2.292 2.988 1.596 -0.580 -1.959 0.875
H -2.605 6.979 3.044 0.402 0.297 -0.069
H -4.040 7.052 2.144 0.028 0.128 -0.353
H -2.928 8.390 1.956 0.314 0.031 0.040
H -2.583 7.011 -0.010 -0.480 -0.422 -0.009
H -1.255 6.630 0.985 0.026 -0.344 0.348
H -2.381 2.983 -0.988 -0.171 0.290 -0.260
H -0.653 3.220 -0.991 -0.081 -0.020 0.319
H -1.626 4.603 -1.408 -0.340 0.218 0.157
C -5.620 -5.500 5.367 0.306 -0.318 0.989
C -4.423 -4.605 5.266 0.148 0.386 0.594
O -3.475 -5.165 4.323 -0.475 -0.109 -0.219
S -2.492 -4.132 3.675 0.459 -0.924 -0.063
C -1.588 -5.306 2.705 0.793 -0.020 0.080
O -3.214 -3.211 2.850 -0.004 0.155 -0.157
O -1.630 -3.622 4.692 0.312 0.620 0.398
H -6.248 -5.076 6.155 -0.351 0.188 -0.435
H -5.336 -6.463 5.803 0.098 -0.101 -0.435
H -6.130 -5.637 4.422 -0.217 0.076 -0.026
H -4.697 -3.586 4.991 0.002 -0.085 -0.255
H -3.893 -4.536 6.217 -0.119 -0.014 0.044
H -1.582 -4.938 1.687 -0.190 -0.399 -0.263
H -1.949 -6.314 2.874 -0.640 0.103 -0.466
H -0.554 -5.381 3.046 -0.042 0.609 0.120
C -5.776 3.618 0.272 -0.082 -0.221 -0.156
C -5.839 3.030 1.672 -1.007 0.189 -0.019
O -6.496 1.706 1.726 0.340 0.486 0.245
S -5.927 0.449 0.961 1.255 0.579 0.916
C -4.167 0.564 1.237 -0.863 -0.561 0.314
O -6.406 -0.682 1.664 -0.574 -0.675 0.524
O -6.179 0.586 -0.421 -0.431 0.162 -1.293
H -5.338 2.897 -0.420 0.188 0.236 -0.033
H -5.209 4.547 0.276 0.244 -0.111 0.109
H -6.757 3.870 -0.133 -0.104 -0.229 0.228
H -4.869 3.009 2.179 -0.090 -0.259 -0.234
H -6.538 3.610 2.286 0.330 -0.036 -0.046
H -3.726 1.139 0.439 0.318 0.281 0.091
H -3.837 -0.472 1.227 0.103 0.018 -0.040
H -4.027 0.946 2.243 0.273 0.260 -0.080
C -1.760 0.249 4.375 -0.074 -0.791 -0.380
C -2.845 -0.490 5.108 0.071 -0.752 0.693
O -3.652 0.420 5.912 -0.027 -0.003 -0.497
S -5.108 -0.073 6.262 -0.028 0.908 -0.590
C -6.048 0.611 4.930 -0.332 -0.140 0.385
O -5.157 -1.489 6.182 -0.070 -1.106 0.016
O -5.463 0.594 7.456 -0.231 0.441 0.820
H -0.885 0.393 4.997 -0.009 0.454 0.063
H -2.108 1.153 3.878 0.038 0.206 0.270
H -1.464 -0.428 3.567 0.154 0.112 0.135
H -3.432 -1.130 4.443 -0.405 0.582 -0.119
H -2.478 -1.203 5.847 0.505 0.016 -0.261
H -6.036 -0.088 4.101 0.136 0.165 -0.286
H -5.669 1.604 4.719 0.155 -0.005 -0.223
H -7.070 0.719 5.289 -0.028 -0.138 0.020
C -3.731 -1.485 -1.489 0.982 -1.614 0.241
C -4.272 -0.529 -2.492 -1.096 1.953 0.563
O -4.434 -1.071 -3.843 1.208 -0.308 0.271
S -3.953 -0.102 -5.014 -1.890 -0.648 0.176
C -3.892 -1.246 -6.351 -0.850 -0.163 0.611
O -5.038 0.801 -5.197 -0.099 0.833 -0.447
O -2.645 0.396 -4.780 1.041 0.278 0.255
H -4.378 -2.304 -1.166 -0.349 0.166 -0.356
H -3.347 -1.058 -0.564 -0.440 0.661 -0.312
H -2.804 -1.957 -1.831 -0.245 -0.081 -0.443
H -5.238 -0.099 -2.193 0.080 -0.794 -0.245
H -3.672 0.390 -2.481 0.456 -0.471 -0.549
H -4.850 -1.754 -6.453 -0.071 0.074 0.284
H -3.141 -1.960 -6.050 0.367 -0.126 -0.594
H -3.761 -0.666 -7.256 0.625 -0.032 -0.055
C 2.791 -4.242 4.229 0.484 -1.174 -0.709
C 3.145 -4.435 2.748 -0.826 0.962 0.836
O 1.965 -4.986 2.090 0.192 -0.003 0.081
S 2.166 -5.965 0.873 -0.148 -1.137 1.058
C 2.507 -7.503 1.692 0.627 -0.379 -0.750
O 0.894 -6.052 0.255 -0.765 0.214 -0.404
O 3.331 -5.635 0.148 0.935 0.773 -0.852
H 3.666 -3.818 4.719 -0.232 0.351 0.115
H 2.649 -5.236 4.668 -0.142 0.174 0.081
H 1.878 -3.669 4.350 0.084 0.257 0.108
H 3.270 -3.453 2.294 0.430 -0.145 -0.145
H 4.027 -5.061 2.634 -0.069 -0.061 -0.272
H 3.561 -7.749 1.553 0.128 0.495 0.439
H 2.047 -8.301 1.110 -0.667 0.127 0.375
H 2.224 -7.423 2.731 -0.211 -0.364 0.105
C -0.407 -1.594 1.563 0.744 0.783 0.231
C 0.008 -2.004 0.147 -0.416 -0.136 1.576
O -0.838 -1.228 -0.760 0.674 0.143 -0.016
S -0.243 -0.008 -1.604 0.411 -2.360 -1.416
C 0.002 -0.778 -3.175 -0.846 -0.447 0.282
O -1.297 0.899 -1.879 -0.728 0.883 0.901
O 1.000 0.383 -1.042 0.569 0.702 0.680
H -0.020 -2.231 2.366 -0.180 -0.437 -0.351
H -1.487 -1.489 1.658 0.007 -0.283 -0.066
H 0.044 -0.625 1.824 -0.253 -0.013 -0.378
H 1.080 -1.861 0.024 -0.079 0.388 -0.492
H -0.179 -3.077 0.043 -0.343 0.265 -0.673
H 0.609 -1.677 -3.158 0.545 0.305 0.106
H 0.286 0.000 -3.870 0.395 -0.124 -0.191
H -1.006 -1.107 -3.431 -0.024 0.156 -0.178
C 3.557 3.707 -2.719 -1.587 0.519 1.112
C 2.120 3.263 -3.040 1.463 -1.086 1.559
O 1.986 3.200 -4.459 -0.479 0.464 -0.073
S 0.766 3.959 -5.148 -0.558 -0.159 0.664
C -0.562 2.903 -4.611 0.834 0.842 -0.544
O 0.584 5.278 -4.624 0.220 -0.074 0.371
O 0.985 3.785 -6.533 0.192 -0.190 -1.029
H 3.620 3.830 -1.631 -0.025 -0.198 -0.250
H 3.651 4.722 -3.103 0.789 -0.302 -0.484
H 4.265 2.926 -2.961 0.320 0.343 -0.685
H 2.018 2.255 -2.609 -0.202 -0.048 -0.544
H 1.384 3.836 -2.471 -0.101 0.577 -0.769
H -0.608 3.015 -3.535 -0.230 -0.382 0.154
H -0.217 1.943 -4.972 -0.484 -0.397 0.221
H -1.463 3.249 -5.104 -0.158 -0.159 0.035
C 2.834 4.967 4.970 0.197 0.779 0.092
C 3.454 3.742 4.310 0.654 0.087 0.325
N 2.984 3.396 2.972 -1.041 0.242 0.650
C 1.651 2.800 3.085 -0.526 -0.971 -0.411
C 1.507 1.395 3.756 0.591 1.619 -0.372
C 2.768 4.608 2.127 0.798 -1.015 0.792
C 2.736 4.076 0.696 0.058 2.196 -1.030
H 3.212 5.113 5.986 -0.137 -0.375 0.050
H 1.744 4.943 4.999 0.025 -0.094 0.096
H 3.123 5.903 4.477 -0.116 -0.198 -0.199
H 4.540 3.868 4.238 -0.013 0.167 0.101
H 3.309 2.894 4.985 -0.038 -0.155 -0.235
H 0.957 3.487 3.599 0.060 -0.070 -0.126
H 1.248 2.686 2.076 0.139 0.229 -0.004
H 0.755 0.868 3.181 -0.199 -0.210 0.363
H 2.441 0.834 3.722 0.010 0.004 0.125
H 1.192 1.623 4.773 -0.013 -0.795 0.163
H 3.593 5.299 2.329 0.149 -0.180 -0.371
H 1.885 5.125 2.522 -0.226 0.014 -0.697
H 3.081 3.052 0.673 -0.251 -0.233 -0.139
H 3.392 4.680 0.045 0.349 -0.247 0.577
H 1.806 4.288 0.158 -0.337 -0.745 0.469
C -0.640 -2.002 -6.738 -1.144 -0.648 -0.553
C 0.848 -2.271 -6.823 -0.489 -0.946 -0.685
N 1.630 -1.116 -6.548 0.264 1.065 0.577
C 3.034 -1.404 -6.257 -0.725 0.481 -0.776
C 3.855 -0.138 -5.994 -0.681 0.239 -0.058
C 1.429 -0.045 -7.516 -0.892 0.137 -0.126
C 2.113 -0.196 -8.885 0.321 0.968 0.910
H -1.006 -1.336 -7.524 0.196 0.180 0.202
H -1.025 -1.644 -5.784 0.512 0.259 0.107
H -1.224 -2.915 -6.940 0.414 -0.096 0.077
H 1.081 -3.122 -6.172 0.260 0.393 0.302
H 1.075 -2.671 -7.833 -0.136 -0.013 0.005
H 2.949 -2.103 -5.428 0.760 -0.102 0.103
H 3.490 -1.858 -7.158 0.075 -0.519 0.448
H 4.727 -0.375 -5.394 0.222 0.141 -0.062
H 4.123 0.309 -6.952 0.478 -0.192 0.061
H 3.284 0.679 -5.538 -0.029 -0.438 0.475
H 1.583 0.906 -7.000 0.682 0.065 -0.392
H 0.359 0.031 -7.741 0.119 -0.194 0.190
H 3.199 -0.212 -8.783 0.001 -0.383 -0.139
H 1.913 0.731 -9.427 -0.212 -0.271 -0.305
H 1.736 -1.070 -9.404 0.105 -0.031 -0.259
C 4.229 -2.507 -0.984 -0.049 0.619 1.048
C 5.352 -2.954 -0.035 -0.337 -0.857 -0.969
N 6.259 -1.906 0.385 -0.459 0.345 0.388
C 5.624 -1.017 1.348 0.651 0.503 0.316
C 5.755 -1.494 2.782 0.256 0.238 0.909
C 6.886 -1.187 -0.701 0.665 -0.822 -0.892
C 8.156 -0.429 -0.294 -0.101 -0.453 -0.821
H 3.643 -1.732 -0.493 -0.131 0.308 -0.046
H 3.512 -3.301 -1.185 0.354 -0.203 -0.438
H 4.703 -2.044 -1.844 -0.401 -0.288 -0.453
H 4.939 -3.466 0.831 0.022 0.155 0.177
H 5.866 -3.746 -0.600 0.436 0.222 0.343
H 6.151 -0.059 1.317 -0.027 -0.060 -0.096
H 4.587 -0.748 1.096 -0.011 -0.284 0.063
H 5.224 -2.415 3.022 -0.253 0.077 -0.091
H 6.786 -1.667 3.113 0.070 -0.078 -0.645
H 5.452 -0.689 3.467 -0.491 -0.251 -0.134
H 6.230 -0.528 -1.301 -0.122 0.175 0.501
H 7.150 -1.968 -1.436 0.204 0.197 0.185
H 7.899 0.443 0.301 0.345 0.116 0.023
H 8.677 -0.151 -1.218 -0.267 0.487 0.143
H 8.893 -1.064 0.199 -0.368 -0.083 0.438
```
Forces are in eV/Å.